No. 1
The following is a quantum chemistry calculation of one molecule with the formula C4H10N4, from the Open Molecules 2025 dataset.

CARTESIAN COORDINATES (ANGSTROEM)
C -1.2671 1.8508 -0.0818
C -0.3640 -0.7085 -0.1402
C 1.0039 -0.4424 -0.0544
C -1.3658 0.3774 0.1190
N -0.7556 -1.8652 -0.8437
N 1.9048 -1.2203 -0.7613
N 1.5950 0.6592 0.5607
N -1.3157 -0.2632 1.3077
H -1.7399 -1.8090 -1.0753
H -0.5812 -2.7116 -0.3141
H 2.4090 0.4143 1.1105
H 2.6577 -0.6852 -1.1794
H 1.4479 -1.8398 -1.4211
H 0.9656 1.2318 1.1018
H -0.7979 0.2067 2.0807
H -0.8967 2.3959 0.8089
H -2.2564 2.2672 -0.2898
H -0.6436 2.1419 -0.9283

Computed properties:
Energy (hartree): -377.30815
Net charge: 0
Lowest unoccupied orbital energy (spin up / spin down) (Ha): 0.035 / 0.030
Gap between HOMO and LUMO (spin up / spin down) (eV): 7.193 / 6.779

In elementary charge units, the Löwdin charges are: -0.0992 -0.3803 -0.3703 -0.3535 0.0837 0.1061 0.1037 0.1250 0.0860 0.0930 0.0940 0.0916 0.0761 0.0614 0.0737 0.0674 0.0659 0.0757

No. 2
The following is a quantum chemistry calculation of C19H23CaNOS as an isolated structure, from the Open Molecules 2025 dataset.

CARTESIAN COORDINATES (ANGSTROEM)
C -2.3108 2.7171 0.7898
C -1.7782 1.7618 1.8768
O -2.7876 1.1401 2.6545
C -3.5890 0.2467 1.9115
C -2.8223 -0.9676 1.3375
C -1.8066 -1.5478 2.3380
C -1.0164 -2.7537 1.7675
C 0.5041 -2.6471 1.9935
C 1.2110 -1.5800 1.1844
C 2.4972 -1.1697 1.5396
C 3.1400 -0.1792 0.8426
C 2.5340 0.4413 -0.2420
C 1.2493 0.0424 -0.6245
C 0.6239 -0.9597 0.0959
N 0.4968 0.6164 -1.6922
C 1.3035 0.9647 -2.8381
C 0.7274 0.7739 -4.0781
C 1.3716 1.1021 -5.2574
C 2.6430 1.6526 -5.1574
C 3.2504 1.8310 -3.9366
C 2.5784 1.4973 -2.7751
S 3.3241 1.7398 -1.1584
H -2.5850 2.2067 -0.1423
H -3.1199 3.3535 1.1684
H -1.4891 3.4074 0.5365
H -1.0691 1.0511 1.4082
H -1.1794 2.3649 2.5739
H -4.1511 0.7190 1.0907
H -4.3429 -0.1449 2.6110
H -2.3012 -0.6191 0.4284
H -3.5609 -1.7107 1.0083
H -1.1489 -0.7529 2.7204
H -2.3764 -1.9070 3.2100
H -1.2083 -2.9204 0.7003
H -1.3603 -3.6672 2.2838
H 1.0074 -3.6314 1.6718
H 0.7047 -2.3977 3.0901
H 2.9934 -1.6559 2.4012
H 4.1428 0.0976 1.1706
H -0.3754 -1.2657 -0.2069
H 0.0680 1.4606 -1.3021
H -0.2766 0.3478 -4.1239
H 0.8668 0.9375 -6.2048
H 3.1296 1.9303 -6.0918
H 4.2588 2.2431 -3.9068
Ca 2.0294 -4.1690 3.3329

Computed properties:
Energy (hartree): -1942.93091
Net charge: +2
Lowest unoccupied orbital energy (Ha): -0.362
Gap between HOMO and LUMO (eV): 2.955

In elementary charge units, the Löwdin charges are: -0.0686 -0.2733 -0.1407 -0.2148 -0.1692 -0.1750 -0.1756 -0.2995 -0.2483 -0.0769 -0.0718 -0.4236 -0.2358 0.0393 0.0798 -0.2712 -0.0221 -0.0517 -0.0677 -0.0901 -0.4363 1.0773 0.0707 0.0922 0.0802 0.0899 0.1266 0.1280 0.1338 0.0985 0.1303 0.1135 0.1285 0.1280 0.1162 0.0482 0.0915 0.0851 0.1278 0.1178 0.1467 0.1229 0.1179 0.1207 0.1199 1.7809

No. 3
The following is a quantum chemistry calculation of one molecule with the formula C8H7N3O, from the Open Molecules 2025 dataset.

CARTESIAN COORDINATES (ANGSTROEM)
C -2.6077 1.0998 0.1201
N -1.7955 -0.1180 -0.0369
N -2.5017 -1.2575 -0.2097
O -3.6880 -1.1496 -0.2168
C -0.3783 -0.2466 0.1797
C 0.3492 0.9189 0.0074
C 1.7260 0.9782 -0.1622
C 2.4935 -0.1638 -0.2254
C 3.8992 -0.2178 -0.1217
N 4.9643 -0.6109 -0.0021
C 1.7157 -1.3044 -0.0072
C 0.3296 -1.4432 0.1651
H -3.3940 0.8523 -0.5559
H -3.0696 1.3379 1.0536
H -1.9207 1.9554 -0.2019
H -0.2003 1.8793 -0.1790
H 1.9510 2.1117 -0.2153
H 2.3188 -2.2950 0.1237
H -0.1914 -2.3268 0.4845

Computed properties:
Energy (hartree): -548.42216
Net charge: 0
Lowest unoccupied orbital energy (Ha): -0.011
SMILES: CN(N=O)c1ccc(C#N)cc1
Gap between HOMO and LUMO (eV): 9.048

In elementary charge units, the Löwdin charges are: -0.0128 -0.1090 -0.0547 -0.0218 -0.1875 -0.0485 -0.0390 -0.2489 -0.1853 0.1715 -0.0233 -0.0038 0.0659 0.0852 0.0941 0.1040 0.1512 0.1553 0.1074

No. 4
The following is a quantum chemistry calculation of a 2-piece molecular cluster, C16H31ClFN5SSi2 overall, from the Open Molecules 2025 dataset.

CARTESIAN COORDINATES (ANGSTROEM)
C -2.2260 0.8435 1.2008
C -2.6694 -0.3656 1.8129
C -3.4738 -1.7303 2.3467
C -2.7494 -3.1304 1.7926
N -3.0256 -3.0344 0.3065
C -2.1701 -3.8567 -0.6314
C -0.5522 -3.6835 -0.4332
C -0.0566 -2.1684 -0.0458
Cl 0.1265 -5.0135 0.7152
C -4.3395 -3.8376 0.2042
N -5.3134 -3.8190 -0.7635
N -4.4217 -4.8036 1.3982
C -3.4422 -4.4665 2.5015
F -2.3192 -5.3982 2.7793
N -4.0689 -4.2783 3.8790
C -4.0370 -5.4573 4.6009
S -3.9159 -7.1200 5.0695
H -1.7640 1.8946 0.8766
H -4.5933 -1.6875 1.9780
H -3.4558 -1.6791 3.5383
H -1.6056 -3.0937 2.1217
H -2.4378 -5.0046 -0.4462
H -2.5107 -3.6485 -1.7529
H -0.0615 -3.9294 -1.4935
H -0.8887 -1.3433 -0.1093
H 0.9083 -1.8856 -0.6849
H 0.2822 -2.1990 1.0971
H -5.5412 -4.7555 -1.2155
H -5.8248 -2.9784 -1.1180
H -4.1825 -5.7521 0.9877
C 6.0674 4.4329 -1.9616
Si 4.1957 4.3547 -1.6969
C 3.4118 4.4164 -3.3998
C 3.7265 5.9068 -0.7544
N 3.8077 2.8934 -0.8268
Si 2.1547 2.5167 -0.4183
C 1.0625 2.3043 -1.9282
C 1.3771 3.7917 0.7160
C 2.1128 0.8702 0.5139
H 6.3315 5.3406 -2.5086
H 6.5953 4.4435 -1.0044
H 6.4118 3.5708 -2.5432
H 3.8472 5.2321 -3.9839
H 2.3364 4.5939 -3.3446
H 3.5866 3.4823 -3.9440
H 4.0893 5.8644 0.2763
H 2.6452 6.0600 -0.7388
H 4.1707 6.7857 -1.2332
H 0.8529 3.2594 -2.4153
H 0.0998 1.8701 -1.6369
H 1.5266 1.6327 -2.6557
H 2.0310 4.0087 1.5661
H 0.4274 3.4163 1.1091
H 1.1632 4.7258 0.1906
H 2.7012 0.9304 1.4349
H 2.5145 0.0631 -0.1066
H 1.0830 0.6154 0.7818

Computed properties:
Energy (hartree): -2438.78735
Net charge: 0
Lowest unoccupied orbital energy (Ha): -0.141
Gap between HOMO and LUMO (eV): 1.362

In elementary charge units, the Löwdin charges are: 0.0717 -0.0804 -0.1397 -0.1896 -0.0385 -0.1954 -0.6087 -0.1333 0.5170 -0.1764 0.1656 0.1316 -0.3513 -0.0843 0.0654 -0.4802 0.6556 0.0672 0.1224 0.1267 0.1623 0.1192 0.1531 0.1226 0.0661 0.1028 0.0897 0.1580 0.1531 0.1563 -0.2097 0.2394 -0.2031 -0.2027 -0.2152 0.2313 -0.2009 -0.1972 -0.2069 0.0110 0.0163 0.0170 0.0175 0.0027 0.0262 0.0265 0.0034 0.0183 0.0073 0.0023 0.0262 0.0310 -0.0026 0.0085 0.0227 0.0115 -0.0099

No. 5
The following is a quantum chemistry calculation of C2H2N3O2 as an isolated structure, from the Open Molecules 2025 dataset.

CARTESIAN COORDINATES (ANGSTROEM)
C -1.3295 -0.9578 0.6086
C 0.9313 1.7167 -1.2962
N 0.1170 -0.8045 0.6881
N -0.9672 -0.4277 1.7094
N 1.1006 0.8636 -0.4900
O 0.7682 2.5756 -2.0344
O -2.0244 -1.4695 -0.1635
H 0.8323 -1.5032 1.0332
H 0.5717 0.0067 -0.0553

Computed properties:
Energy (hartree): -392.13456
Net charge: -1
Lowest unoccupied orbital energy (Ha): 0.149
Gap between HOMO and LUMO (eV): 8.085

In elementary charge units, the Löwdin charges are: -0.7554 -0.5390 -0.0260 0.0912 0.1351 0.0640 0.0512 0.1190 -0.1401

No. 6
The following is a quantum chemistry calculation of C6H14N2O as an isolated structure, from the Open Molecules 2025 dataset.

CARTESIAN COORDINATES (ANGSTROEM)
C 2.5565 1.3498 0.4752
C 1.9298 0.2019 -0.4497
C 1.9878 -1.2659 -0.0077
C 0.3687 0.3561 -0.5915
C -2.7329 -1.0862 0.6083
C -2.5582 1.0682 -0.4603
H 3.5481 1.2708 -0.0793
H 2.6242 0.6454 1.6842
H 1.9605 2.4867 0.6603
H 2.2444 0.3915 -1.3929
H 3.2654 -1.5093 -0.0159
H 1.9674 -1.1392 1.2230
H 0.3028 -1.8574 -0.6965
H -0.0062 1.4556 -0.6849
H -2.2768 -0.8470 1.6356
H -3.7945 -1.0163 0.4541
H -2.2876 -2.1532 0.7426
H -1.8263 1.6472 -1.0709
H -2.5186 1.7966 0.4145
H -3.5668 1.2226 -1.2249
N -0.4916 -0.6473 -0.2923
N -1.8837 -0.2946 -0.3183
O 1.1875 -2.0761 -0.6127

Computed properties:
Energy (hartree): -421.45846
Net charge: 0
Lowest unoccupied orbital energy (Ha): 0.028
Gap between HOMO and LUMO (eV): 8.952

In elementary charge units, the Löwdin charges are: -0.0819 -0.3855 -0.3888 -0.0319 -0.1083 -0.1181 0.0619 0.1570 0.1389 0.0794 0.1751 0.1269 -0.0160 0.1196 0.0887 0.0650 0.0969 0.0241 0.0862 0.1550 0.0424 -0.2722 -0.0145

| no. | strongest force on any atom (eV Å⁻¹) |
| --- | --- |
| 1 | 1.3 |
| 2 | 1.3 |
| 3 | 4.5 |
| 4 | 9.8 |
| 5 | 5.3 |
| 6 | 8.9 |